The following is a quantum chemistry calculation of one molecule with the formula C6H11N3 at a distorted geometry, from the Open Molecules 2025 dataset.

Geometry as XYZ:
```
20
C6H11N3, DFT wB97M-V/def2-TZVPD
C 0.9539 0.1444 1.5777
C -0.2812 1.2669 -0.3396
C -0.8978 -0.8283 -0.1277
C 0.6241 0.0986 0.0791
N 0.0876 2.5626 -0.5203
N -1.6298 -1.1466 1.0488
C -0.8390 -1.7867 -1.1147
C 1.6720 -0.1461 -0.8248
N -1.4080 0.7195 -0.5488
H 1.0530 2.7403 -0.7495
H -0.5932 3.1424 -0.9894
H -2.2465 -0.3858 1.3088
H -2.1921 -1.9816 0.9444
H 0.1175 0.5234 2.1639
H 1.1548 -0.8722 1.9168
H 1.8402 0.7568 1.7562
H 0.0587 -2.2395 -1.5018
H -1.7166 -2.1362 -1.6452
H 2.5262 0.5182 -0.8921
H 1.7161 -0.9501 -1.5417
```

Computed properties:
**Frontier orbital gap (spin up / spin down)**: 0.2984 / 0.2783 hartree
**E_HOMO (spin up / spin down)**: -8.03 / -7.84 eV
**Energy above the lowest of the compared OMol25 structures with the same formula, charge and spin**: 5.185 eV
**E_tot**: -399.30470 hartree

Atom charges from the Löwdin analysis, given in e for atoms 1 to 5: atom 1 (C): -0.044, atom 2 (C): -0.454, atom 3 (C): -0.454, atom 4 (C): -0.409, atom 5 (N): 0.146